*A*
Molecular formula: C6H10N2O
Method: DFT, ωB97M-V/def2-TZVPD

Properties
Orbital gap (alpha / beta), eV: 7.62 / 6.83
<S²>: 2.01
LUMO level (alpha / beta), Ha: 0.041 / -0.120

Structure (ORCA input):
```
! RIJCOSX wB97M-V def2-TZVPD def2/J DEFGRID3
* xyz 0 3
C -2.56 -0.62 -1.47
C -1.46 -1.15 -2.14
C -0.92 -0.77 -0.05
C 1.93 1.12 1.72
C 1.61 -0.01 0.74
C 0.09 0.29 0.45
N -2.29 -0.30 -0.26
N -0.49 -1.26 -1.31
O 0.11 1.37 -0.48
H -3.61 -0.48 -1.72
H -1.38 -1.51 -3.30
H -1.12 -1.58 0.75
H 1.05 1.41 2.27
H 2.37 1.98 1.26
H 2.54 0.61 2.43
H 1.72 -1.02 1.21
H 2.10 0.17 -0.22
H -0.44 0.69 1.28
H 0.76 1.09 -1.15
*
```

---

*B*
Molecular formula: C6H10N2O
Method: DFT, ωB97M-V/def2-TZVPD

Properties
Orbital gap (alpha / beta), eV: 5.36 / 9.22
<S²>: 2.01
LUMO level (alpha / beta), Ha: 0.026 / -0.032

Structure (ORCA input):
```
! RIJCOSX wB97M-V def2-TZVPD def2/J DEFGRID3
* xyz 0 3
C -0.23 -1.47 1.01
C 1.46 0.27 -1.03
C -0.81 -0.68 0.15
C 0.27 -2.62 1.69
C -1.44 -0.47 -1.21
C 0.12 2.39 -0.61
N -0.78 -0.14 1.51
N 1.22 1.45 -0.98
O 2.06 -0.71 -1.19
H -0.15 -2.67 2.75
H 1.32 -2.52 1.88
H -0.23 -3.42 1.08
H -0.98 -1.22 -1.88
H -1.21 0.60 -1.52
H -2.56 -0.47 -0.98
H -0.04 2.19 0.38
H 0.58 3.40 -0.81
H -0.92 2.35 -1.09
H -0.02 0.55 1.75
*
```

---

*C*
Molecular formula: C6H10N2O
Method: DFT, ωB97M-V/def2-TZVPD

Properties
Orbital gap (alpha / beta), eV: 6.16 / 8.07
<S²>: 2.01
LUMO level (alpha / beta), Ha: 0.029 / -0.112

Structure (ORCA input):
```
! RIJCOSX wB97M-V def2-TZVPD def2/J DEFGRID3
* xyz 0 3
C 1.78 -0.58 0.08
C 0.34 1.44 0.17
C -0.48 -0.56 -1.76
C 0.29 -0.43 2.00
C -0.54 -0.97 -0.32
C 0.45 -0.13 0.50
N 2.69 -1.11 -0.36
N -0.86 2.00 0.03
O 1.37 2.06 -0.01
H -1.29 -1.06 -2.24
H 0.57 -0.82 -2.04
H -0.73 0.54 -1.92
H -0.80 -0.53 2.33
H 0.69 -1.44 2.22
H 0.65 0.22 2.76
H -0.27 -2.06 -0.41
H -1.60 -0.83 0.02
H -1.53 1.45 -0.55
H -0.73 2.80 -0.50
*
```

---

Energy above the most stable structure, in kcal/mol: *A* 3.3; *B* 46.2; *C* 0.0

---

*A*
Molecular formula: C13H44O9
Method: DFT, ωB97M-V/def2-TZVPD

Properties
Orbital gap, eV: 7.64
LUMO level, Ha: -0.008

Structure (ORCA input):
```
! RIJCOSX wB97M-V def2-TZVPD def2/J DEFGRID3
* xyz 0 1
C -0.22 -2.06 -2.61
O -0.61 -3.44 -2.59
H -0.04 -1.64 -3.60
H -1.09 -1.54 -2.21
H 0.68 -1.97 -2.01
H -0.32 -3.79 -3.44
C 2.46 -2.63 -1.71
O 3.69 -2.79 -1.07
H 2.69 -2.27 -2.71
H 1.75 -3.45 -1.69
H 1.98 -1.82 -1.15
H 3.55 -3.38 -0.32
C -3.33 0.26 0.72
O -2.30 0.51 1.68
H -4.14 -0.17 1.31
H -3.73 1.10 0.15
H -3.21 -0.43 -0.11
H -2.64 0.73 2.55
C 0.35 2.70 -0.48
O 0.87 3.54 0.51
H -0.72 2.89 -0.33
H 0.63 3.00 -1.49
H 0.52 1.63 -0.34
H 0.90 2.98 1.28
C -1.66 0.03 -2.82
C -2.59 0.65 -1.79
C -1.97 1.96 -1.27
O -3.92 0.83 -2.44
H -2.19 -0.76 -3.34
H -0.74 -0.44 -2.45
H -1.54 0.80 -3.58
H -2.84 0.05 -0.91
H -1.04 1.93 -0.69
H -2.80 2.31 -0.66
H -1.77 2.70 -2.04
H -4.27 1.63 -2.04
C 2.22 1.71 3.13
C 1.86 2.23 1.73
C 2.77 1.81 0.62
O 0.52 1.87 1.45
H 1.88 0.68 3.26
H 1.87 2.21 4.04
H 3.30 1.73 3.18
H 1.99 3.31 1.63
H 2.76 2.62 -0.11
H 2.57 0.86 0.13
H 3.79 1.81 1.00
H 0.33 0.95 1.64
C -0.49 -0.51 -0.43
C 0.06 -0.79 0.97
C 1.64 -0.93 0.85
O -0.24 0.29 1.79
H -0.01 -1.29 -1.02
H -0.15 0.47 -0.78
H -1.57 -0.63 -0.46
H -0.34 -1.68 1.44
H 1.80 -1.79 0.20
H 2.05 -1.19 1.82
H 2.20 -0.08 0.48
H -1.19 0.30 1.64
O -0.16 -3.58 2.14
H -0.72 -3.20 1.46
H 0.06 -2.84 2.71
O 0.29 -1.69 2.91
H 0.23 -1.45 3.84
H 0.30 -0.85 2.45
*
```

---

*B*
Molecular formula: C13H44O9
Method: DFT, ωB97M-V/def2-TZVPD

Properties
Orbital gap, eV: 10.01
LUMO level, Ha: -0.003

Structure (ORCA input):
```
! RIJCOSX wB97M-V def2-TZVPD def2/J DEFGRID3
* xyz 0 1
C -14.03 17.53 -23.17
C -14.30 19.01 -23.36
C -13.53 19.86 -22.37
O -13.77 19.38 -24.67
H -14.29 17.21 -22.16
H -12.96 17.35 -23.33
H -14.64 16.99 -23.90
H -15.38 19.11 -23.27
H -13.44 19.36 -21.41
H -13.94 20.85 -22.21
H -12.47 19.96 -22.62
H -12.86 19.08 -24.72
C -14.58 8.50 -18.74
C -14.09 8.06 -17.39
C -13.90 9.24 -16.32
O -15.08 7.11 -16.97
H -14.86 7.66 -19.38
H -13.81 9.16 -19.14
H -15.53 9.01 -18.57
H -13.09 7.68 -17.60
H -14.81 9.84 -16.28
H -13.03 9.88 -16.47
H -13.85 8.79 -15.33
H -15.82 7.71 -16.86
C -19.78 14.81 -19.81
C -20.40 15.47 -20.95
C -21.18 14.43 -21.82
O -21.34 16.37 -20.46
H -20.41 14.10 -19.27
H -19.39 15.56 -19.11
H -18.87 14.30 -20.10
H -19.69 15.99 -21.60
H -21.50 14.80 -22.79
H -21.96 14.07 -21.15
H -20.56 13.56 -22.03
H -20.83 17.06 -20.03
C -10.78 14.16 -11.95
O -12.09 14.70 -11.91
H -10.17 14.30 -11.06
H -10.86 13.08 -12.05
H -10.17 14.54 -12.77
H -12.26 15.16 -11.08
C -8.41 13.36 -18.97
O -9.72 13.03 -19.35
H -8.22 12.96 -17.98
H -7.69 13.02 -19.72
H -8.33 14.44 -18.94
H -10.37 13.59 -18.91
C -7.86 20.09 -16.91
O -7.20 21.25 -17.40
H -7.25 19.24 -17.22
H -8.08 20.21 -15.85
H -8.87 19.83 -17.20
H -7.38 21.28 -18.35
C -17.75 19.26 -13.50
O -16.86 19.53 -14.56
H -18.14 18.26 -13.32
H -17.33 19.76 -12.62
H -18.65 19.84 -13.72
H -16.05 19.90 -14.21
O -13.74 15.39 -16.82
H -14.09 15.38 -15.93
H -13.81 16.30 -17.10
O -17.04 11.47 -11.53
H -16.86 12.32 -11.92
H -16.25 11.26 -11.03
*
```

---

Energy above the most stable structure, in kcal/mol: *A* 585.3; *B* 0.0

---

*A*
Molecular formula: C4H5F2N
Method: DFT, ωB97M-V/def2-TZVPD

Properties
Orbital gap (alpha / beta), eV: 6.30 / 9.35
LUMO level (alpha / beta), Ha: -0.128 / -0.074

Structure (ORCA input):
```
! RIJCOSX wB97M-V def2-TZVPD def2/J DEFGRID3
* xyz 0 1
C -2.08 -1.60 0.22
C 1.29 -0.70 -0.16
C 0.19 0.20 0.57
C -0.13 1.49 -0.12
N -2.87 -2.21 -0.38
F -0.64 2.41 0.69
F -1.00 1.40 -1.18
H 2.20 -0.48 0.41
H 1.39 -0.40 -1.14
H 1.11 -1.87 0.04
H -0.25 -0.08 1.54
H 0.80 1.85 -0.47
*
```

---

*B*
Molecular formula: C4H5F2N
Method: DFT, ωB97M-V/def2-TZVPD

Properties
Orbital gap, eV: 10.50
LUMO level, Ha: 0.036

Structure (ORCA input):
```
! RIJCOSX wB97M-V def2-TZVPD def2/J DEFGRID3
* xyz 0 1
H 2.87 1.60 -0.33
N 2.18 0.95 -0.65
C 1.10 0.67 -0.13
C -0.07 -0.29 -0.60
C -0.61 -1.18 0.54
C -1.37 -0.03 0.03
F -1.56 1.01 0.93
F -2.41 -0.02 -0.84
H 0.86 0.98 0.83
H 0.01 -0.51 -1.60
H -0.84 -2.15 0.34
H -0.17 -1.03 1.45
*
```

---

Energy above the most stable structure, in kcal/mol: *A* 72.6; *B* 0.0

---

*A*
Molecular formula: C5H11O2
Method: DFT, ωB97M-V/def2-TZVPD

Properties
Orbital gap, eV: 7.44
LUMO level, Ha: 0.135

Structure (ORCA input):
```
! RIJCOSX wB97M-V def2-TZVPD def2/J DEFGRID3
* xyz -1 1
C -2.11 0.34 1.03
C -1.75 1.19 -0.20
H -1.23 -0.20 1.38
H -2.56 0.90 1.83
H -2.77 -0.44 0.64
H -2.02 0.65 -1.11
H -0.74 1.55 -0.30
H -2.41 2.05 -0.33
C 1.11 -0.42 0.22
C 1.00 -1.21 -1.08
C 2.62 0.01 0.26
O 2.83 1.24 0.19
O 3.47 -0.90 0.44
H 0.68 0.57 0.17
H 0.84 -0.98 1.11
H 1.58 -0.79 -1.91
H -0.04 -1.37 -1.39
H 1.51 -2.17 -0.94
*
```

---

*B*
Molecular formula: C5H11O2
Method: DFT, ωB97M-V/def2-TZVPD

Properties
Orbital gap, eV: 7.74
LUMO level, Ha: 0.140

Structure (ORCA input):
```
! RIJCOSX wB97M-V def2-TZVPD def2/J DEFGRID3
* xyz -1 1
C 0.23 0.21 -1.27
C 0.96 -0.75 -2.22
C 1.16 1.24 -0.65
H -0.64 0.66 -1.75
H -0.22 -0.33 -0.43
H 1.70 -1.30 -1.64
H 1.48 -0.23 -3.02
H 1.60 1.90 -1.40
H 0.62 1.83 0.09
H 0.28 -1.49 -2.64
H 1.96 0.77 -0.08
C -0.87 -0.57 2.60
C -1.90 -0.10 1.53
O -2.63 -1.01 1.06
O -1.87 1.13 1.26
H -1.07 -0.03 3.53
H 0.12 -0.28 2.23
H -0.92 -1.63 2.81
*
```

---

Energy above the most stable structure, in kcal/mol: *A* 14.1; *B* 0.0

---

*A*
Molecular formula: C5H11O2
Method: DFT, ωB97M-V/def2-TZVPD

Properties
Orbital gap, eV: 8.03
LUMO level, Ha: 0.148

Structure (ORCA input):
```
! RIJCOSX wB97M-V def2-TZVPD def2/J DEFGRID3
* xyz -1 1
C 2.11 1.82 -0.45
C 0.61 2.24 -0.37
O 0.00 1.85 0.67
O 0.18 2.92 -1.31
H 2.24 0.93 -1.06
H 2.52 1.73 0.56
H 2.68 2.63 -0.91
C -1.42 -1.63 0.09
C -1.35 -0.87 1.39
C -0.12 -1.53 -0.71
H -1.68 -2.68 0.24
H -2.21 -1.20 -0.52
H -0.66 -1.22 2.16
H -2.35 -0.76 1.82
H -0.23 -1.89 -1.74
H 0.19 -0.49 -0.83
H -1.22 0.21 1.21
H 0.71 -2.07 -0.25
*
```

---

*B*
Molecular formula: C5H11O2
Method: DFT, ωB97M-V/def2-TZVPD

Properties
Orbital gap, eV: 7.40
LUMO level, Ha: 0.132

Structure (ORCA input):
```
! RIJCOSX wB97M-V def2-TZVPD def2/J DEFGRID3
* xyz -1 1
C 0.26 1.18 -1.58
C 0.02 1.58 -0.11
C 1.60 0.46 -1.74
H -0.03 1.98 -2.27
H -0.47 0.43 -1.90
H -0.52 0.78 0.40
H 0.90 1.89 0.46
H 1.48 -0.41 -2.38
H 1.93 0.02 -0.80
H -0.52 2.53 -0.12
H 2.53 0.92 -2.07
C -0.82 -2.00 1.24
C -1.43 -1.14 2.39
O -0.63 -0.35 2.94
O -2.62 -1.44 2.66
H 0.26 -1.82 1.34
H -1.02 -1.55 0.26
H -0.93 -3.08 1.27
*
```

---

*C*
Molecular formula: C5H11O2
Method: DFT, ωB97M-V/def2-TZVPD

Properties
Orbital gap, eV: 7.40
LUMO level, Ha: 0.136

Structure (ORCA input):
```
! RIJCOSX wB97M-V def2-TZVPD def2/J DEFGRID3
* xyz -1 1
C 0.20 -1.10 2.59
C 1.45 -0.42 1.96
H -0.44 -1.28 1.80
H 0.53 -2.11 3.04
H 0.00 -0.40 3.37
H 2.17 -1.23 1.65
H 2.09 0.30 2.53
H 1.19 0.16 0.98
C -0.51 0.93 -1.25
C 0.04 0.59 -2.71
C -1.89 0.37 -1.08
O -2.48 1.02 -0.23
O -2.29 -0.42 -1.91
H 0.21 0.36 -0.60
H -0.46 1.98 -0.98
H 0.96 1.08 -3.00
H -0.80 0.69 -3.44
H 0.03 -0.53 -2.72
*
```

---

Energy above the most stable structure, in kcal/mol: *A* 0.0; *B* 14.3; *C* 27.2

---

*A*
Molecular formula: C5H11O2
Method: DFT, ωB97M-V/def2-TZVPD

Properties
Orbital gap, eV: 6.91
LUMO level, Ha: 0.137

Structure (ORCA input):
```
! RIJCOSX wB97M-V def2-TZVPD def2/J DEFGRID3
* xyz -1 1
C -1.51 -0.15 0.30
O -2.55 0.70 0.37
C -0.30 0.41 -0.52
C 0.51 -0.63 -1.33
C 1.33 -1.43 -0.34
C 2.63 -1.23 -0.13
H -1.10 -0.41 1.31
H -1.73 -1.12 -0.21
H 0.42 0.93 0.11
H -0.68 1.17 -1.22
H -0.18 -1.34 -1.79
H 1.16 -0.21 -2.09
H 0.76 -2.01 0.37
H 3.23 -0.37 -0.40
H 3.09 -1.85 0.64
H -1.01 2.88 1.61
H -2.17 1.92 1.38
O -1.90 2.73 1.94
*
```

---

*B*
Molecular formula: C5H11O2
Method: DFT, ωB97M-V/def2-TZVPD

Properties
Orbital gap, eV: 5.54
LUMO level, Ha: 0.126

Structure (ORCA input):
```
! RIJCOSX wB97M-V def2-TZVPD def2/J DEFGRID3
* xyz -1 1
O -0.09 3.29 -0.75
C 0.09 2.34 0.19
C 0.75 1.12 -0.41
C 0.94 -0.15 0.48
C -0.36 -0.93 0.70
C -1.13 -1.50 -0.66
O -0.92 -2.90 -0.78
H 0.83 2.70 0.96
H -0.82 1.91 0.69
H 0.30 0.83 -1.38
H 1.67 1.38 -0.87
H 1.40 0.18 1.41
H 1.71 -0.77 0.02
H -1.20 -0.28 1.40
H -0.15 -1.79 1.40
H -0.64 -1.01 -1.42
H -2.22 -1.26 -0.55
H -0.15 -3.19 -0.45
*
```

---

Energy above the most stable structure, in kcal/mol: *A* 0.0; *B* 34.8